[1]
164
Properties=species:S:1:pos:R:3:forces:R:3 method="wB97M-V/def2-TZVPD" largest_force_ev_per_a=1.34 homo_ev=-8.41 smiles="COB(O)c1c(N)c(COc2cc(C)ccc2C(C)C)c(F)c2c1C(=O)c1c(N(C)C(C)=O)cc(P(O)(O)=S)c(CC(C)C)c1C2=O.C1CCOC1.C1CCOC1.C1CCOC1.C1CCOC1.C1CCOC1.C1CCOC1" gap_ev=7.473
C -2.6420 4.1139 -1.9004 -0.521 0.442 0.372
O -1.2881 4.1126 -2.3286 -0.288 -0.713 -0.423
B -0.6266 2.9121 -2.1463 -0.085 0.110 0.596
O -0.0546 2.2795 -3.2125 -0.221 0.507 0.000
C -0.4782 2.2378 -0.7124 -0.261 0.210 -0.705
C 0.3323 2.8877 0.2211 -0.048 0.093 0.262
N 0.9381 4.1071 -0.2058 -0.280 -0.469 -0.281
C 0.5239 2.3555 1.5012 -0.003 -0.221 0.066
C 1.3623 2.9392 2.6300 -0.647 0.250 0.055
O 2.3849 3.8378 2.2449 0.076 -0.689 0.015
C 3.4708 3.2236 1.6515 0.541 0.306 -0.486
C 3.8595 1.9141 1.9092 -0.435 -0.365 0.380
C 4.9525 1.3245 1.3017 0.325 -0.273 -0.399
C 5.3699 -0.0907 1.6087 0.599 0.434 0.384
C 5.6949 2.0709 0.3906 -0.454 0.433 0.181
C 5.3185 3.3825 0.1400 0.291 -0.336 0.018
C 4.2237 3.9859 0.7556 -0.264 0.354 -0.150
C 3.9331 5.4466 0.4554 0.957 0.546 -0.177
C 4.1072 5.7432 -1.0568 -0.007 -0.259 0.489
C 4.9510 6.3202 1.2288 0.190 -0.025 -0.215
C -0.1326 1.1622 1.7880 -0.067 0.044 0.057
F 0.0456 0.6327 3.0108 0.054 0.027 -0.025
C -0.9245 0.4876 0.8785 -0.160 -0.539 -0.248
C -1.1045 1.0444 -0.3860 0.650 0.047 0.556
C -1.9787 0.3161 -1.3260 -0.268 -0.761 -0.076
O -2.6622 0.8794 -2.1462 0.003 0.566 -0.193
C -1.9951 -1.1936 -1.2032 0.156 0.135 0.049
C -2.2110 -2.0071 -2.3215 -0.349 0.642 0.520
N -2.4655 -1.4334 -3.5990 0.550 -0.677 -0.240
C -1.2751 -0.8346 -4.2412 -0.441 0.941 -0.144
C -3.1938 -2.3039 -4.4754 -0.382 -0.375 -0.255
C -4.6923 -2.1284 -4.5351 0.005 0.366 0.384
O -2.6635 -3.1358 -5.1649 0.339 0.168 -0.239
C -2.1497 -3.3768 -2.1232 -0.253 -0.467 -0.546
C -1.9165 -3.9716 -0.8920 -0.276 0.329 0.191
P -1.8474 -5.7874 -0.8953 1.193 -0.560 0.214
O -1.9529 -6.1748 -2.4597 -0.320 0.239 0.145
O -3.1974 -6.4053 -0.2937 0.015 0.403 -0.667
S -0.2391 -6.5635 -0.1645 -0.180 0.112 0.118
C -1.7129 -3.1640 0.2465 -0.298 -0.176 0.342
C -1.4049 -3.7890 1.5835 -0.018 -0.307 0.146
C -2.5439 -4.5664 2.2926 -0.070 0.210 1.115
C -3.4080 -3.6188 3.1523 0.335 -0.111 -0.971
C -1.9075 -5.5983 3.2590 -0.087 -0.174 -0.276
C -1.7731 -1.7770 0.0564 0.198 0.185 -0.181
C -1.5904 -0.8185 1.1989 0.193 0.381 0.217
O -1.9621 -1.0418 2.3234 -0.163 -0.166 0.115
H -3.0963 5.0779 -2.1299 0.243 0.073 -0.080
H -2.7384 3.9703 -0.8179 0.185 -0.072 -0.012
H -3.2423 3.3462 -2.3905 0.179 -0.083 -0.080
H -0.2822 2.8303 -3.9759 0.164 -0.223 -0.189
H 1.8773 3.9035 -0.5290 0.117 0.346 0.060
H 0.9571 4.7907 0.5341 0.350 -0.001 0.072
H 1.7299 2.1024 3.2167 0.146 0.168 0.121
H 0.6958 3.4966 3.2936 0.098 0.111 -0.038
H 3.3034 1.2991 2.6063 0.014 0.034 -0.037
H 4.6957 -0.6010 2.2940 -0.164 -0.079 -0.236
H 5.5543 -0.6691 0.7063 -0.338 -0.140 -0.003
H 6.3373 -0.0320 2.1214 -0.041 -0.112 0.032
H 6.5530 1.6570 -0.1227 -0.004 -0.121 0.045
H 5.9253 3.9363 -0.5646 -0.119 0.202 0.003
H 2.9514 5.7758 0.7837 -0.216 -0.450 0.026
H 3.6258 6.6760 -1.3469 -0.183 -0.101 -0.040
H 5.1683 5.8640 -1.2762 0.016 -0.052 -0.086
H 3.7513 4.8937 -1.6419 -0.195 0.273 -0.259
H 5.8984 6.3425 0.6828 0.041 -0.111 0.070
H 5.1686 5.9251 2.2217 -0.225 0.140 0.090
H 4.6219 7.3589 1.2913 -0.097 -0.035 0.133
H -1.1684 -1.1941 -5.2621 0.204 -0.344 0.145
H -1.4416 0.2435 -4.3168 0.081 -0.029 0.110
H -0.3651 -0.9686 -3.6590 0.010 -0.297 -0.063
H -5.0067 -1.2306 -4.0070 -0.054 -0.123 0.111
H -5.0059 -2.0404 -5.5743 0.141 -0.114 -0.055
H -5.1775 -3.0125 -4.1214 -0.035 0.026 0.051
H -2.2738 -4.0214 -2.9831 0.012 0.069 0.000
H -1.0910 -6.5388 -2.7058 -0.064 -0.088 -0.117
H -3.8728 -6.3843 -0.9906 -0.212 -0.104 0.280
H -1.0303 -3.0612 2.2993 -0.034 0.107 -0.122
H -0.5936 -4.5009 1.4376 0.024 0.031 -0.270
H -3.2363 -5.0431 1.6030 0.319 -0.137 -0.245
H -4.2101 -4.1766 3.6362 0.036 -0.003 0.072
H -2.7549 -3.1590 3.8967 -0.380 0.155 -0.201
H -3.8535 -2.8939 2.4666 -0.090 0.271 0.395
H -2.0716 -5.2900 4.2912 0.035 -0.022 0.029
H -2.3305 -6.5967 3.1315 -0.043 0.032 -0.004
H -0.8311 -5.6932 3.1042 -0.017 -0.032 -0.006
C 10.3020 5.7136 -1.8469 0.107 0.090 0.045
C 10.1218 4.7254 -0.6999 -0.083 -0.112 -0.062
C 9.2770 5.5328 0.2748 0.031 0.107 0.085
O 8.4755 6.4152 -0.5166 0.043 -0.072 -0.045
C 8.9513 6.4142 -1.8658 -0.135 -0.085 -0.032
H 10.5480 5.2439 -2.7981 -0.022 -0.008 0.001
H 11.0930 6.4271 -1.6040 -0.008 0.000 -0.017
H 9.5649 3.8509 -1.0456 0.007 -0.002 0.020
H 11.0582 4.3811 -0.2635 0.001 0.021 0.007
H 9.9040 6.1391 0.9371 0.028 -0.058 0.028
H 8.6266 4.9085 0.8894 -0.058 0.050 -0.010
H 8.2305 5.8683 -2.4849 0.038 0.018 -0.064
H 9.0105 7.4409 -2.2282 -0.046 0.021 0.054
C -3.5435 -2.1742 7.8538 -0.121 -0.112 0.043
C -2.2387 -2.7657 8.3710 0.116 0.114 0.004
C -1.9731 -3.8620 7.3508 -0.052 -0.159 -0.080
O -2.5257 -3.4136 6.1076 0.005 0.099 0.504
C -3.3499 -2.2653 6.3481 0.097 0.093 -0.144
H -3.7315 -1.1570 8.1945 0.016 0.007 -0.019
H -4.3847 -2.7991 8.1637 -0.003 0.019 -0.004
H -1.4460 -2.0147 8.3316 0.001 -0.015 0.005
H -2.2996 -3.1422 9.3913 -0.009 -0.021 -0.012
H -2.4738 -4.7948 7.6323 0.043 -0.009 0.055
H -0.9101 -4.0663 7.2171 -0.012 -0.015 -0.068
H -2.8290 -1.3833 5.9605 -0.062 0.036 -0.005
H -4.2893 -2.3775 5.8058 0.038 -0.045 -0.059
C 3.8560 1.3490 -5.6308 0.029 -0.087 0.118
C 2.4046 1.8130 -5.5820 -0.053 0.045 -0.150
C 2.4767 2.9448 -4.5676 0.246 -0.018 0.131
O 3.7833 3.5178 -4.6900 -0.031 -0.073 -0.087
C 4.6067 2.6658 -5.4888 -0.041 0.113 -0.107
H 4.1154 0.8102 -6.5412 -0.004 0.020 -0.010
H 4.0689 0.7004 -4.7777 0.009 0.005 -0.009
H 2.1046 2.2001 -6.5594 -0.007 -0.005 0.010
H 1.7009 1.0328 -5.2939 0.015 0.004 0.046
H 2.3605 2.5700 -3.5501 -0.069 -0.020 0.016
H 1.7271 3.7190 -4.7411 0.084 0.091 0.021
H 4.7556 3.1442 -6.4634 0.050 -0.058 -0.022
H 5.5791 2.5499 -5.0083 -0.012 0.053 0.040
C 3.9708 -4.7750 -1.5661 -0.003 -0.085 0.111
C 2.6938 -3.9629 -1.3788 -0.041 0.078 -0.120
C 3.0752 -3.0519 -0.2217 0.016 -0.055 0.133
O 4.4859 -2.8253 -0.3277 -0.039 -0.074 -0.067
C 5.0451 -3.7351 -1.2792 -0.018 0.102 -0.095
H 4.0675 -5.2208 -2.5550 0.002 0.019 -0.010
H 4.0151 -5.5762 -0.8247 0.000 -0.003 -0.014
H 2.4944 -3.3698 -2.2748 0.002 0.026 -0.008
H 1.8125 -4.5675 -1.1687 0.012 -0.022 0.046
H 2.8755 -3.5301 0.7431 -0.078 -0.008 -0.013
H 2.5537 -2.0938 -0.2477 0.056 0.058 0.019
H 5.3032 -3.1721 -2.1831 0.030 -0.058 -0.035
H 5.9579 -4.1698 -0.8697 0.003 0.055 0.051
C -6.8795 2.1568 -0.0930 -0.063 -0.199 0.122
C -5.7628 1.8142 -1.0714 0.014 0.377 -0.150
C -5.7879 0.3031 -1.0708 0.192 -0.262 0.184
O -7.1359 -0.0804 -0.8167 -0.296 -0.021 0.054
C -7.8981 1.0548 -0.3905 0.171 0.094 -0.105
H -7.2854 3.1602 -0.2117 -0.012 -0.016 -0.046
H -6.5141 2.0557 0.9319 -0.037 0.015 0.008
H -6.0116 2.1928 -2.0663 0.045 0.001 0.000
H -4.7917 2.2167 -0.7868 0.000 -0.014 -0.012
H -5.1617 -0.1089 -0.2683 0.097 0.037 -0.060
H -5.4559 -0.1225 -2.0186 -0.028 -0.049 0.028
H -8.5787 1.3340 -1.2014 -0.011 0.092 0.042
H -8.4935 0.7917 0.4851 0.011 -0.113 -0.024
C -8.3658 -2.6820 1.2316 -0.037 -0.107 -0.083
C -8.6831 -3.6040 2.4053 0.033 0.040 0.096
C -7.6287 -4.6945 2.2420 -0.076 0.064 -0.090
O -6.4982 -4.0630 1.6433 0.106 -0.259 0.023
C -6.8463 -2.7628 1.1820 0.031 0.235 0.019
H -8.7316 -1.6643 1.3549 0.022 0.001 0.013
H -8.7941 -3.0882 0.3123 0.018 0.040 -0.016
H -8.5269 -3.0709 3.3464 -0.007 -0.034 0.013
H -9.7000 -3.9943 2.4006 0.004 -0.006 -0.025
H -7.9719 -5.4926 1.5743 -0.085 -0.008 0.051
H -7.3371 -5.1424 3.1934 0.088 0.000 -0.027
H -6.3822 -2.0240 1.8474 -0.050 0.064 -0.057
H -6.4511 -2.6157 0.1763 0.024 -0.017 0.020


[2]
172
Properties=species:S:1:pos:R:3:forces:R:3 method="wB97M-V/def2-TZVPD" largest_force_ev_per_a=0.63 total_charge=+3 homo_ev=-13.47 gap_ev=5.335
Zr -1.2500 0.0399 1.0695 0.228 -0.581 0.077
C -1.8163 -1.7707 -2.2825 0.103 -0.041 -0.148
N -2.3432 -0.5501 -2.8331 0.005 0.238 0.064
C -2.0125 -0.3321 -4.2430 0.043 -0.073 0.012
C -2.9611 0.3959 -2.1089 -0.016 -0.073 -0.035
N -2.9168 0.4608 -0.7666 0.113 0.236 0.024
C -3.9544 1.3621 -0.2394 -0.161 0.024 0.085
C -3.5445 1.9738 1.0692 -0.106 -0.002 0.066
N -3.1057 0.9688 2.0884 -0.160 -0.169 0.046
C -4.2058 0.0373 2.4360 -0.118 0.099 0.005
C -4.2561 -1.1557 1.5036 -0.044 0.077 0.234
N -2.9202 -1.7126 1.2166 0.101 -0.054 -0.059
C -2.9823 -2.9640 0.7431 -0.234 0.088 -0.141
N -1.8903 -3.7830 0.7643 -0.169 -0.021 0.008
C -1.6155 -4.6905 -0.3396 0.093 0.015 -0.015
C -1.2246 -4.1377 2.0020 0.045 0.047 0.010
N -4.1227 -3.4998 0.2324 0.346 0.066 0.050
C -5.1345 -2.7928 -0.5481 0.073 -0.117 -0.276
C -4.3942 -4.9313 0.3597 -0.071 -0.011 0.061
C -2.6872 1.7704 3.2758 -0.232 -0.040 -0.067
C -0.2112 1.7080 3.5516 -0.099 0.105 0.161
N 0.6465 1.1997 2.5110 -0.232 -0.025 -0.317
C 1.9426 1.4477 2.6832 0.026 -0.178 0.117
N 2.4601 1.7366 3.9188 -0.003 -0.037 0.034
C 3.4924 2.7528 4.0853 0.010 0.000 0.003
C 2.1207 1.0227 5.1339 -0.080 0.033 0.032
N 2.8367 1.4367 1.6805 -0.064 -0.129 0.017
C 2.5362 1.9121 0.3429 -0.049 0.068 -0.085
C 4.2092 1.0041 1.8955 0.044 0.027 0.008
N -3.7355 1.2607 -2.8400 -0.001 -0.073 -0.076
C -4.6011 0.7874 -3.9102 -0.049 0.023 -0.009
C -3.5539 2.7008 -2.8021 0.122 0.096 -0.110
H -2.3968 -2.0669 -1.4258 -0.202 -0.091 0.331
H -0.7703 -1.6735 -1.9991 0.008 0.069 -0.057
H -1.8816 -2.5478 -3.0443 -0.068 -0.071 0.019
H -1.0102 -0.7131 -4.4181 0.053 -0.018 0.005
H -2.0068 0.7271 -4.4772 0.039 0.017 -0.038
H -2.7044 -0.8601 -4.9001 -0.005 -0.009 -0.005
H -4.9150 0.8450 -0.1409 0.021 0.065 -0.001
H -4.1538 2.2142 -0.8829 -0.059 -0.187 0.292
H -4.4009 2.5195 1.4858 0.145 0.025 0.021
H -2.7214 2.6864 0.9312 -0.077 -0.071 -0.040
H -5.1631 0.5708 2.3954 0.080 -0.052 0.025
H -4.0729 -0.2637 3.4750 -0.037 -0.003 -0.059
H -4.7590 -0.8538 0.5923 0.076 0.056 0.271
H -4.8867 -1.9212 1.9701 0.068 0.072 -0.018
H -2.2082 -4.4234 -1.2085 -0.020 0.013 -0.048
H -1.8196 -5.7307 -0.0752 0.021 0.005 -0.015
H -0.5608 -4.5998 -0.6090 0.031 0.005 0.004
H -1.7200 -3.6692 2.8424 -0.013 0.034 0.058
H -0.1733 -3.8509 1.9871 0.020 0.017 -0.010
H -1.2821 -5.2200 2.1419 0.009 -0.018 0.006
H -4.7658 -1.8344 -0.8985 0.083 -0.092 -0.174
H -6.0546 -2.6438 0.0190 -0.004 -0.020 -0.009
H -5.3665 -3.4055 -1.4207 -0.008 0.015 0.008
H -3.7378 -5.3754 1.1013 -0.041 -0.027 0.011
H -4.2768 -5.4490 -0.5932 -0.012 -0.011 0.009
H -5.4236 -5.0541 0.6952 -0.016 -0.015 -0.005
H -2.6702 1.1188 4.1573 0.023 0.057 -0.080
H -3.4487 2.5432 3.4243 0.105 -0.299 -0.096
H -0.5769 0.9201 4.2231 0.080 0.092 -0.015
H 0.3062 2.4419 4.1761 -0.054 -0.054 -0.105
H 3.5399 3.3816 3.2012 0.019 0.012 -0.019
H 4.4755 2.3186 4.2764 0.016 0.005 0.022
H 3.2239 3.3786 4.9369 0.004 0.022 0.011
H 1.3208 0.3089 4.9580 0.074 0.066 0.015
H 1.8045 1.7161 5.9175 -0.001 -0.009 -0.002
H 2.9938 0.4766 5.5057 0.014 0.008 -0.006
H 1.7888 2.6947 0.4105 -0.068 0.022 -0.081
H 2.1989 1.1126 -0.3184 -0.026 0.005 -0.013
H 3.4465 2.3416 -0.0743 0.003 0.016 -0.033
H 4.8989 1.8461 1.9743 0.024 -0.004 -0.020
H 4.5099 0.4033 1.0406 0.017 -0.053 -0.023
H 4.2798 0.3977 2.7955 0.029 0.002 0.023
H -4.7361 -0.2886 -3.8387 -0.011 -0.027 -0.006
H -4.2126 1.0349 -4.8999 -0.014 0.003 -0.026
H -5.5765 1.2631 -3.8010 -0.017 0.007 0.001
H -2.8233 2.9759 -2.0479 0.075 0.053 -0.077
H -4.4980 3.2124 -2.5986 -0.026 0.023 -0.039
H -3.1746 3.0478 -3.7665 0.002 0.017 -0.015
S 0.7215 -1.7890 -0.0455 -0.207 0.477 0.039
C 1.9621 -2.9241 0.2500 -0.053 -0.004 -0.068
N 2.4149 -3.4466 1.3928 0.001 0.118 0.029
C 3.4960 -4.4165 1.1679 0.062 -0.039 -0.006
C 3.7634 -4.2674 -0.3459 0.007 -0.031 -0.001
N 2.6586 -3.4082 -0.7722 -0.015 0.042 0.151
H 1.9348 -3.3376 2.2693 0.029 -0.060 -0.093
H 3.1683 -5.4216 1.4302 -0.011 0.006 -0.007
H 4.3676 -4.1613 1.7675 -0.009 -0.038 -0.014
H 3.7284 -5.2203 -0.8706 0.041 0.017 0.024
H 4.7169 -3.7839 -0.5580 -0.001 -0.005 0.033
H 2.5839 -3.0260 -1.7063 0.015 0.010 0.052
N -1.4036 2.3219 2.9526 0.181 0.141 0.063
C -1.1359 3.7392 2.7426 -0.050 -0.281 0.002
N -1.8500 4.5502 3.4740 0.031 0.101 -0.014
C -1.6738 5.9964 3.2177 -0.008 -0.008 -0.124
C -1.1781 6.7104 4.4597 0.025 0.086 -0.032
O -2.0536 6.4865 5.5456 -0.023 0.010 0.006
C -2.1222 5.1202 5.8375 -0.033 -0.025 0.092
C -2.6875 4.3146 4.6692 0.095 -0.012 0.127
H -2.6465 6.3946 2.9214 0.015 0.050 0.012
H -0.9760 6.0893 2.3879 -0.031 0.017 0.036
H -1.1489 7.7848 4.2866 0.011 -0.032 -0.012
H -0.1664 6.3687 4.7181 -0.010 -0.007 -0.027
H -2.7683 5.0028 6.7071 0.001 -0.008 -0.023
H -1.1222 4.7346 6.0897 -0.028 -0.019 -0.005
H -3.7103 4.6336 4.4550 -0.028 -0.017 0.033
H -2.6786 3.2615 4.9459 0.070 0.262 0.132
N 1.4495 -3.2725 7.2456 0.122 0.019 -0.019
C 0.3216 -3.4823 6.5414 -0.058 0.071 -0.062
O -0.4818 -4.3599 6.7490 -0.077 -0.084 0.042
C 0.0616 -2.5680 5.3617 -0.002 0.037 0.006
C -1.2496 -2.1800 5.1204 0.089 -0.018 -0.128
C -1.5365 -1.5044 3.9518 0.131 -0.127 0.038
N -0.6152 -1.1743 3.0310 -0.123 -0.098 0.347
C 0.6584 -1.5001 3.3018 -0.026 -0.019 -0.084
C 1.0313 -2.1992 4.4368 -0.074 -0.011 -0.063
H 1.6240 -3.8618 8.0454 0.001 -0.007 0.022
H 2.0128 -2.4490 7.1300 -0.014 -0.001 0.029
H -2.0376 -2.4595 5.8045 -0.020 -0.017 0.041
H -2.5573 -1.2651 3.7147 -0.014 0.001 -0.010
H 1.3934 -1.1911 2.5671 -0.093 -0.034 0.086
H 2.0737 -2.4529 4.5844 0.015 -0.029 0.014
B -0.3761 3.8871 -0.8942 -0.016 0.052 0.133
C -0.4196 2.3718 -0.6260 0.304 -0.174 -0.349
N -0.3705 1.2212 -0.3988 0.000 0.500 0.006
H -1.2038 4.2036 -1.7031 -0.023 -0.055 -0.090
H -0.5869 4.3528 0.2037 0.012 0.004 -0.076
H 0.7580 4.1066 -1.2496 0.017 -0.040 -0.034
C 4.5043 -0.6471 -1.4815 -0.016 0.071 -0.024
C 4.5892 0.6983 -2.1586 -0.088 -0.071 -0.001
C 5.7098 1.4891 -1.9351 -0.004 0.030 0.000
C 5.8595 2.7196 -2.5586 -0.016 -0.017 -0.003
C 4.8802 3.1678 -3.4266 0.005 0.007 0.014
C 3.7562 2.3861 -3.6628 -0.045 0.031 0.011
C 3.5902 1.1574 -3.0340 0.037 -0.086 0.000
Sb 1.8466 -0.0566 -3.3807 0.201 -0.080 0.096
C 0.9621 1.0803 -4.9560 0.021 0.094 -0.009
C 0.4262 2.2766 -4.4679 0.026 0.041 0.020
C -0.2335 3.1704 -5.2948 -0.010 -0.052 0.029
C -0.3773 2.8597 -6.6394 0.000 0.004 -0.023
C 0.1223 1.6635 -7.1238 -0.088 0.034 0.018
C 0.7844 0.7501 -6.3015 -0.013 -0.055 -0.017
C 1.2345 -0.5470 -6.9180 0.024 -0.065 0.020
C 2.9765 -1.6386 -4.3236 0.043 -0.047 0.017
C 4.1722 -1.3160 -4.9696 0.014 0.067 0.016
C 4.9962 -2.2948 -5.4956 0.011 0.009 -0.019
C 4.6416 -3.6310 -5.3753 0.016 -0.020 -0.018
C 3.4547 -3.9670 -4.7521 0.010 0.029 0.029
C 2.6074 -2.9873 -4.2303 0.090 0.034 -0.039
C 1.2895 -3.4382 -3.6607 -0.141 -0.123 -0.040
H 5.2547 -0.7358 -0.6960 0.038 0.008 0.025
H 4.6850 -1.4535 -2.1938 -0.016 -0.064 -0.086
H 3.5162 -0.8073 -1.0372 -0.047 0.002 0.041
H 6.4867 1.1293 -1.2713 0.042 -0.017 0.024
H 6.7428 3.3143 -2.3756 0.039 0.034 0.010
H 4.9881 4.1188 -3.9281 0.007 0.044 -0.028
H 3.0099 2.7516 -4.3553 -0.054 -0.013 -0.026
H 0.5383 2.5357 -3.4185 0.026 0.021 0.062
H -0.6209 4.0976 -4.8952 0.003 0.055 0.021
H -0.8776 3.5453 -7.3090 -0.022 0.022 -0.028
H -0.0102 1.4190 -8.1698 0.000 -0.015 -0.052
H 2.1724 -0.4257 -7.4619 0.046 0.021 0.003
H 0.4908 -0.8987 -7.6322 0.003 -0.003 -0.042
H 1.3951 -1.3294 -6.1790 -0.040 0.021 -0.026
H 4.4703 -0.2792 -5.0629 0.007 0.038 0.016
H 5.9105 -2.0170 -6.0005 0.046 0.015 -0.010
H 5.2807 -4.4046 -5.7775 0.014 -0.018 -0.017
H 3.1632 -5.0077 -4.6843 -0.023 -0.061 0.008
H 0.8278 -2.6594 -3.0597 -0.147 0.079 0.071
H 0.5980 -3.7034 -4.4646 -0.031 0.043 0.013
H 1.3979 -4.3261 -3.0330 -0.012 -0.063 -0.082